1.
72
Properties=species:S:1:pos:R:3 method="wB97M-V/def2-TZVPD" energy_ev=-38104.4252 de_lowest_kj_mol=4535.0
O -0.72305 -2.83578 1.93420
H -1.44436 -2.92933 2.55645
H -0.90885 -2.01809 1.47258
O -1.98649 0.32167 3.50200
H -2.25161 0.11400 2.60600
H -1.30575 -0.31971 3.70561
O 1.20013 -1.63642 0.78545
H 2.10255 -1.35254 0.93138
H 0.97883 -1.29644 -0.08153
O 0.18601 -3.31264 0.05499
H 0.74943 -2.56779 0.26476
H -0.61099 -3.16126 0.56303
O -1.75003 0.68575 1.63932
H -1.25785 1.40950 1.25181
H -2.52767 1.09839 2.01515
O -0.89644 -1.13044 1.26197
H -1.24032 -0.26934 1.49967
H -0.01516 -0.95432 0.93251
O -0.61633 -1.16803 3.62076
H -0.26509 -1.80463 2.99818
H -0.05476 -1.25108 4.39146
C 2.62541 1.27538 -0.93976
C 2.44034 2.10725 0.35829
C 2.78199 1.23584 1.67617
O 1.99283 0.01610 1.67928
C 0.66766 0.12622 2.08036
N 3.37767 3.18481 0.25488
H 2.36431 0.21723 -0.95570
H 3.66811 1.37089 -1.24268
H 1.91375 1.72542 -1.63193
H 1.40668 2.45131 0.39387
H 2.79978 1.75196 2.63607
H 3.78541 0.83677 1.52790
H 0.19322 -0.85508 2.07229
H 0.17371 0.91928 1.51897
H 0.66736 0.47278 3.11380
H 4.31845 2.81905 0.29037
H 3.38719 3.53738 -0.69153
C -1.27664 -1.61030 -1.42414
C 0.21184 -1.25890 -1.52125
C 0.69285 -0.37986 -2.78031
O 1.96110 0.21547 -2.37665
C 3.00315 -0.66645 -2.62631
N 0.40901 -0.48189 -0.28546
H -1.62142 -2.01391 -2.37616
H -1.87506 -0.72300 -1.21757
H -1.36849 -2.41721 -0.69712
H 0.90355 -2.10112 -1.53918
H -0.05754 0.39635 -2.93036
H 0.69401 -0.97370 -3.69434
H 2.89056 -1.61584 -2.10278
H 3.91426 -0.23754 -2.20917
H 3.02657 -0.82588 -3.70433
H -0.30371 0.20079 -0.50013
H 1.25679 -0.03577 -0.60538
C -1.67497 1.78292 -2.77634
C -1.45448 1.51277 -1.23903
C -2.42609 0.39428 -0.75223
O -3.65169 0.98005 -0.34831
C -4.42504 -0.13785 0.24569
N -0.04876 1.35923 -0.91094
H -2.71150 1.99098 -3.04171
H -1.26124 0.94762 -3.34132
H -1.14966 2.69053 -3.07364
H -1.73230 2.39960 -0.66942
H -1.83071 -0.05296 0.04376
H -2.43130 -0.32712 -1.56933
H -4.61044 -0.88014 -0.53067
H -5.44477 0.11759 0.53378
H -3.99766 -0.61282 1.12878
H 0.49834 2.13667 -1.25207
H -0.03483 1.41370 0.09749

---

2.
74
Properties=species:S:1:pos:R:3 method="wB97M-V/def2-TZVPD" energy_ev=-113490.3921 smiles="CCOB(O)c1ccc2nc(CCCCS(=O)(=O)Cl)cnc2c1.O=S1(=O)OCCO1.O=S1(=O)OCCO1.O=S1(=O)OCCO1"
C 2.41721 4.12561 -2.87550
C 2.39838 4.02066 -4.51343
O 3.24258 2.95660 -5.07852
B 2.48116 1.66057 -5.16554
O 1.90504 1.14610 -6.43816
C 2.38454 0.82446 -3.71876
C 3.79992 0.83283 -2.82768
C 3.72749 0.06416 -1.37688
C 2.36006 -0.70073 -0.80860
N 2.45504 -1.31846 0.55756
C 1.15982 -1.94436 0.99066
C 1.12782 -2.62229 2.51125
C 2.14852 -1.90191 3.57293
C 2.07285 -0.26434 3.60917
C 0.57199 0.36636 3.41415
S 0.48819 2.01974 4.34428
O 1.09685 3.20873 3.51871
O 1.23212 2.00418 5.70485
Cl -1.51093 2.48288 4.74630
C -0.16326 -1.98000 0.04370
N -0.30161 -1.38193 -1.32872
C 0.99932 -0.72764 -1.69818
C 1.04669 0.04866 -3.17476
H 1.70447 3.25813 -2.47593
H 1.99502 5.16122 -2.45894
H 3.50378 3.96908 -2.43716
H 1.30693 3.89222 -4.92245
H 2.84231 5.05125 -4.91532
H 0.93005 1.40515 -6.41680
H 4.78562 1.34832 -3.20057
H 4.69003 0.04390 -0.68969
H 1.53019 -3.73580 2.36418
H 0.02209 -2.73948 2.90946
H 1.87969 -2.29549 4.65375
H 3.26599 -2.18699 3.32863
H 2.61959 0.07946 4.60622
H 2.73992 0.18163 2.72627
H -0.31069 -0.35772 3.67089
H 0.48268 0.65966 2.26132
H -1.12260 -2.53719 0.48189
H 0.05576 0.02267 -3.83943
O -0.41859 8.78380 6.94249
S 0.60262 8.05313 6.22529
O 1.80886 8.67127 5.72601
O -0.11295 7.24792 5.00156
C 0.13595 5.85024 5.14207
C 0.30687 5.61506 6.64047
O 1.02026 6.75343 7.11791
H 1.05567 5.61170 4.59824
H -0.69272 5.27158 4.72526
H 0.85681 4.69630 6.85782
H -0.66308 5.58706 7.14814
O -3.91396 -0.22229 -3.53871
S -2.89276 -0.95297 -4.25592
O -1.68652 -0.33483 -4.75520
O -3.60832 -1.75818 -5.47965
C -3.35942 -3.15585 -5.33913
C -3.18850 -3.39104 -3.84074
O -2.47511 -2.25266 -3.36329
H -2.43970 -3.39439 -5.88297
H -4.18809 -3.73451 -5.75595
H -2.63857 -4.30979 -3.62339
H -4.15846 -3.41903 -3.33306
O -1.07475 -6.18969 -0.93835
S -2.25150 -5.59579 -0.34366
O -2.20814 -4.39300 0.45498
O -3.03312 -6.75128 0.50004
C -4.35930 -6.89460 -0.00582
C -4.28060 -6.49258 -1.47617
O -3.36879 -5.39721 -1.51527
H -5.01231 -6.21700 0.55363
H -4.70745 -7.92294 0.12292
H -5.25250 -6.19991 -1.88055
H -3.86249 -7.30184 -2.08413

---

3.
74
Properties=species:S:1:pos:R:3 method="wB97M-V/def2-TZVPD" energy_ev=-134915.9676 multiplicity=5 de_lowest_kj_mol=2.8 s_squared=6.022
Pt -1.82135 0.56403 -1.39804
C 2.41695 1.55717 6.34899
C 1.28982 1.05704 5.49073
C -0.01946 1.45666 5.72534
C -1.07251 1.01675 4.93831
C -2.47558 1.46853 5.22381
C -0.77212 0.14596 3.87946
Se -2.16876 -0.42489 2.77265
C 0.53654 -0.30035 3.62845
C 0.85640 -1.24682 2.50873
C 1.54781 0.17101 4.44728
H 2.05518 2.21262 7.13956
H 3.13804 2.11395 5.74773
H 2.95285 0.72575 6.80923
H -0.23110 2.13422 6.54472
H -2.50293 2.07591 6.12675
H -3.14410 0.61659 5.37429
H -2.85970 2.05822 4.39093
H 0.79324 -0.72712 1.55095
H 0.16077 -2.08840 2.47098
H 1.85990 -1.64691 2.62688
H 2.56420 -0.15169 4.25538
C -1.06850 0.62607 -4.87663
Si -2.54820 -0.39841 -4.33167
C -4.07969 0.68035 -4.43270
C -2.75897 -1.79708 -5.57126
C -2.34760 -1.03272 -2.57559
Si -1.25188 -2.51346 -2.28362
C 0.40366 -2.32070 -3.14904
C -0.98561 -2.74240 -0.43618
C -2.04169 -4.11317 -2.88023
H -1.11482 0.82946 -5.94953
H -0.12436 0.11846 -4.66896
H -1.05130 1.58795 -4.35833
H -4.23703 1.04941 -5.44911
H -3.99583 1.54386 -3.76828
H -4.97248 0.12291 -4.13870
H -2.99230 -1.38211 -6.55541
H -3.57371 -2.46735 -5.28947
H -1.85119 -2.39538 -5.67166
H -3.35848 -1.31137 -2.22834
H 0.88658 -1.36714 -2.92475
H 0.27966 -2.37951 -4.23320
H 1.08725 -3.11946 -2.85204
H -0.53445 -1.86563 0.03155
H -0.35140 -3.60900 -0.23241
H -1.94987 -2.91056 0.05397
H -2.15713 -4.14813 -3.96319
H -3.03131 -4.24512 -2.43487
H -1.42996 -4.96838 -2.58087
O 4.55117 -0.95400 2.31102
C 5.08963 0.18296 1.68549
N 4.10664 0.96075 0.95576
C 3.43652 0.34663 -0.05754
O 3.66480 -0.80995 -0.37619
C 2.43946 1.18626 -0.78725
C 2.62549 2.53268 -1.06268
C 1.63271 3.22262 -1.73426
C 0.46062 2.56203 -2.04804
N 0.26944 1.27244 -1.75949
C 1.24472 0.59273 -1.16055
H 4.29160 -1.54695 1.59219
H 5.87045 -0.10555 0.98128
H 5.51685 0.81289 2.46165
H 3.64723 1.72840 1.42062
H 3.54772 3.02705 -0.78379
H 1.74445 4.26708 -1.98582
H -0.37349 3.07889 -2.50120
H 1.06524 -0.45222 -0.95084
O -0.98955 0.55538 0.70794
S -1.34298 2.03590 1.02626
O -0.17968 2.71848 1.52596
O -1.80631 2.53878 -0.29843
O -2.46616 1.98714 1.98533

---

4.
15
Properties=species:S:1:pos:R:3 method="wB97M-V/def2-TZVPD" total_charge=-1 energy_ev=-22366.9016 multiplicity=3 de_lowest_kj_mol=0.0 s_squared=2.007
C 3.39011 0.17005 0.03000
C -1.17302 0.20531 -1.30712
C -0.65611 -0.70046 1.00922
C -1.40834 0.18486 0.10864
N -2.26761 1.21075 0.71095
O 3.11894 -0.48082 0.96008
O 3.99485 0.93984 -0.60893
Cl 1.85252 -0.55235 -1.56671
H -1.38556 -0.88417 -1.51120
H -0.11002 0.31338 -1.42306
H -1.87155 0.80237 -1.96633
H 0.44357 -0.48332 0.70662
H -0.77409 -1.78194 1.09641
H -0.83031 -0.24473 2.00975
H -2.32339 1.30123 1.75168